Here is 7 unconnected molecules or ions with the total composition C26H58BrClN9O8S in a non-equilibrium geometry from OMol25. Energies are from the ωB97M-V functional and the def2-TZVPD basis.

Each line ends with the Löwdin charge.
CARTESIAN COORDINATES (ANGSTROEM)
C -1.201 -3.097 0.608  -0.02
C -0.762 5.098 2.712  -0.04
H -1.969 2.873 2.867  0.09
O 11.290 -0.857 1.670  0.02
C -1.536 2.867 1.871  -0.02
N -5.434 0.761 -0.159  -0.20
H 7.204 0.146 1.847  0.05
H 0.390 3.531 -4.758  0.10
H -0.299 4.671 3.602  0.10
H 2.984 -0.017 -4.640  0.13
H 5.153 1.790 -4.169  0.17
H -2.248 -4.376 5.878  0.09
C -4.160 0.487 -0.784  -0.06
O 3.710 3.505 0.468  -0.33
H -5.736 -4.676 2.259  0.09
H -3.354 0.567 -0.056  0.07
H -6.288 -1.188 1.137  0.05
H -0.352 -1.812 -2.389  0.13
H -3.040 -7.502 3.300  0.14
H -7.152 1.674 -0.943  0.10
H 9.603 -0.136 -0.352  0.09
C 2.662 0.526 -2.572  -0.17
N 2.168 2.507 -5.052  0.14
H 1.647 0.246 -2.844  0.11
H -2.251 -2.818 -2.639  0.08
H 10.029 -0.895 3.262  0.13
H 2.085 2.578 -2.371  0.10
C -2.373 -3.156 -1.612  -0.04
H -1.155 -2.195 1.220  0.09
N 4.155 1.698 -4.252  0.11
O -7.897 -2.491 -0.643  0.00
H -2.936 -6.760 6.528  0.09
H -2.379 -7.929 5.320  0.08
C 3.562 0.434 -3.838  -0.12
H 3.185 4.702 -3.204  0.11
O -6.576 1.296 1.730  0.03
H -4.450 -3.860 1.360  0.06
C 3.247 4.937 -4.265  -0.21
H -0.863 2.014 1.771  0.09
H -1.772 5.425 2.959  0.10
H -4.561 1.076 1.670  0.13
H -6.394 0.450 -1.989  0.09
H -2.086 -3.671 0.868  0.07
C 1.910 5.034 -4.955  -0.66
C 2.691 1.852 -1.823  -0.23
O -3.335 -5.669 2.471  -0.02
C 1.301 3.678 -5.326  -0.16
H -0.181 5.959 2.392  0.09
H 1.005 3.680 -6.369  0.13
C -7.114 -3.340 -0.252  -0.36
C 2.015 1.739 -0.445  -0.27
O -0.202 3.488 -0.447  -0.04
H -2.456 -4.243 -1.600  0.10
H -1.248 -6.736 5.981  0.09
H 4.964 3.874 -4.526  0.14
H -3.289 -2.727 -1.201  0.07
H -7.573 -1.978 2.045  0.11
H 2.999 -0.246 -1.885  0.11
H 3.684 2.286 -1.759  0.09
H -1.878 -4.079 4.165  0.09
H -7.334 -0.045 -0.568  0.07
C -2.280 -6.904 5.669  -0.05
H -6.927 -4.270 -0.816  0.13
C 8.065 0.526 2.401  -0.06
C 3.467 2.696 -4.777  -0.35
O 2.499 2.188 2.098  -0.32
H 3.737 5.900 -4.352  0.13
C -6.651 0.706 -0.964  -0.02
H 7.973 1.609 2.500  0.09
H 1.674 0.727 -0.236  0.10
H -4.161 -0.523 -1.201  0.07
H 8.074 0.080 3.393  0.09
N -1.241 -2.738 -0.804  -0.18
C -0.229 -2.031 -1.313  -0.36
H 4.381 -0.252 -3.658  0.13
C -0.197 4.293 0.478  -0.33
N -2.637 -5.982 4.606  -0.19
C -5.537 1.063 1.149  -0.39
H -2.330 2.766 1.130  0.08
O 0.739 -1.644 -0.675  -0.01
C -3.024 -6.405 3.394  -0.33
C -6.540 -2.072 1.712  -0.02
H -5.436 -5.097 0.566  0.09
H 1.724 1.928 -4.350  0.13
H 8.608 1.285 0.049  0.08
H 1.987 5.631 -5.853  0.10
H 0.325 5.261 0.408  0.15
N -6.388 -3.252 0.873  -0.18
C -5.450 -4.281 1.285  -0.07
N 4.066 3.911 -4.994  0.12
N -0.806 4.106 1.651  -0.18
N 9.284 0.197 1.691  -0.20
H -3.980 1.203 -1.590  0.09
Cl 4.582 0.806 0.722  0.43
H 10.370 1.316 0.292  0.09
H -0.311 -3.693 0.810  0.10
H -3.558 -4.102 4.710  0.09
S 3.138 2.244 0.827  0.32
H 1.176 2.429 -0.373  0.05
Br 0.727 5.988 -3.742  0.78
H -5.884 -2.148 2.576  0.09
C -2.576 -4.551 4.858  -0.03
C 10.259 -0.561 2.236  -0.35
C 9.475 0.696 0.342  -0.05

Forces on the atoms, in the same order (eV/Å):
C 0.052 0.047 -0.087
C -0.064 -0.130 0.025
H 0.016 0.035 0.015
O -0.010 0.020 -0.056
C 0.073 -0.047 -0.130
N 0.064 -0.012 -0.061
H -0.073 0.025 0.126
H -0.080 -0.144 0.087
H 0.013 0.040 0.007
H 0.064 0.194 -0.344
H 0.057 0.154 0.121
H 0.006 -0.033 0.021
C -0.256 0.013 -0.090
O 0.549 -0.191 -0.514
H 0.108 -0.079 0.019
H -0.012 0.008 0.043
H -0.058 0.033 0.086
H 0.004 -0.029 0.008
H -0.004 0.011 0.002
H -0.010 -0.004 -0.032
H 0.016 0.035 -0.042
C 0.693 -0.194 0.008
N -0.189 1.062 0.878
H -0.231 0.066 0.125
H 0.032 0.019 0.000
H -0.021 0.022 -0.011
H 0.092 0.245 -0.004
C 0.051 -0.045 0.310
H 0.008 -0.021 0.036
N -0.079 -0.124 -0.401
O 0.054 0.032 0.010
H 0.021 -0.057 0.030
H -0.012 -0.004 -0.032
C -0.298 -0.395 0.339
H -0.217 -0.190 0.052
O 0.005 0.030 -0.037
H 0.070 -0.092 0.067
C 0.250 0.374 -0.687
H -0.026 -0.019 0.050
H 0.018 0.035 0.020
H 0.028 -0.016 -0.059
H 0.040 -0.022 -0.002
H -0.002 -0.035 -0.033
C -0.328 -0.068 0.267
C -0.886 0.097 -0.204
O 0.215 -0.042 0.091
C -0.130 -0.071 -0.092
H 0.016 -0.007 -0.032
H 0.164 -0.077 -0.190
C -0.032 -0.001 -0.132
C 0.958 -0.474 -0.342
O -0.363 0.113 -0.220
H -0.069 0.002 -0.061
H 0.002 -0.057 0.036
H 0.351 0.220 -0.490
H -0.083 -0.069 -0.087
H 0.020 0.090 0.039
H -0.077 -0.184 0.018
H 0.196 -0.143 0.140
H 0.001 0.045 0.027
H -0.010 -0.029 -0.076
C -0.010 0.198 -0.013
H -0.014 -0.009 0.031
C 0.154 0.063 -0.282
C 0.265 -0.372 -0.034
O -0.008 -0.709 0.212
H 0.228 0.023 -0.025
C -0.051 0.079 0.195
H -0.113 -0.013 0.073
H 0.025 -0.127 0.162
H 0.099 0.015 -0.046
H 0.034 -0.029 0.003
N -0.119 -0.058 -0.049
C 0.036 0.105 0.020
H 0.200 0.040 0.062
C -0.104 0.432 0.335
N 0.050 -0.028 0.126
C 0.059 0.184 0.165
H -0.036 -0.010 0.013
O 0.094 0.161 -0.103
C -0.029 -0.096 -0.116
C -0.160 -0.162 -0.221
H -0.019 -0.002 -0.023
H 0.082 -0.539 -0.414
H -0.025 0.008 0.039
H 0.097 0.206 -0.014
H -0.005 -0.048 -0.013
N 0.143 -0.159 0.107
C -0.301 0.358 -0.054
N -0.463 -0.375 0.924
N 0.038 0.038 -0.087
N -0.116 0.028 0.073
H 0.117 -0.049 -0.022
Cl 0.095 -0.045 -0.012
H -0.005 0.009 -0.061
H -0.014 -0.004 0.070
H 0.014 0.046 0.021
S -1.113 1.081 0.295
H 0.103 -0.032 0.214
Br -0.053 0.122 -0.111
H 0.022 -0.054 -0.008
C -0.053 -0.067 -0.149
C 0.068 -0.076 0.083
C 0.104 -0.094 0.079

Values from the calculation:
HOMO (eV): -10.466
E_LUMO (eV): -2.73
Gap between HOMO and LUMO (eV): 7.739
Total charge: +1



Here is a molecular structure, C11H6F2KN from OMol25. Energies are from the ωB97M-V functional and the def2-TZVPD basis.

Each line ends with the Löwdin charge.
CARTESIAN COORDINATES (ANGSTROEM)
C -0.457 -1.602 0.882  -0.22
K 2.880 1.843 0.259  0.84
C 1.564 -0.276 1.036  -0.19
C -1.118 2.452 -2.327  -0.08
H -1.403 3.226 -3.025  0.10
H -2.176 -0.404 -0.894  0.10
C 0.272 -0.479 0.484  -0.18
H -2.919 1.291 -2.487  0.11
F -1.706 -1.860 0.393  0.02
C -0.269 0.517 -0.509  -0.20
H -0.608 -3.390 2.059  0.12
C 2.018 -1.232 1.953  -0.12
F 1.728 -3.227 3.200  0.04
C -1.945 1.382 -2.023  -0.07
C -0.002 -2.539 1.785  0.04
C 1.253 -2.323 2.309  -0.30
N 0.523 1.566 -0.816  -0.02
H 0.793 3.302 -1.889  0.10
C 0.104 2.484 -1.687  -0.17
H 2.996 -1.154 2.423  0.08
C -1.529 0.422 -1.123  0.00

Forces on the atoms, in the same order (eV/Å):
C -0.082 0.008 -0.048
K 0.394 0.295 0.005
C -0.151 -0.327 0.148
C -0.003 -0.018 0.011
H -0.001 -0.008 0.005
H -0.031 0.020 -0.031
C -0.006 0.198 -0.144
H 0.010 0.005 0.002
F -0.011 -0.045 0.026
C 0.132 -0.003 0.074
H 0.001 0.004 -0.003
C -0.003 0.010 -0.009
F 0.035 0.008 0.013
C -0.060 -0.028 -0.013
C 0.009 0.036 -0.021
C -0.023 -0.027 0.006
N -0.262 -0.014 -0.129
H 0.007 -0.010 0.010
C 0.027 -0.099 0.083
H -0.015 0.017 -0.020
C 0.034 -0.023 0.034

Values from the calculation:
HOMO (eV): -7.050
ΔE to the lowest compared entry with this formula, charge and spin (kJ/mol): 0.00
E_LUMO (eV): -0.57
Gap between HOMO and LUMO (eV): 6.481
Total charge: 0



Here is 2 unconnected molecules or ions with the total composition C6H8N4 in a non-equilibrium geometry from OMol25. Energies are from the ωB97M-V functional and the def2-TZVPD basis.

Each line ends with the Löwdin charge.
CARTESIAN COORDINATES (ANGSTROEM)
C -1.159 -2.443 0.601  -0.08
C 1.499 -0.567 0.112  -0.37
H 0.862 -1.350 -1.875  0.16
N 4.001 -1.110 -0.303  0.16
N -2.227 -2.057 0.430  0.05
N 0.780 -0.618 -1.169  0.10
H -0.892 0.271 0.977  0.10
C 2.891 -0.918 -0.227  -0.18
C 1.128 0.691 0.787  -0.16
H 1.774 1.647 0.495  0.17
C -0.324 0.190 -1.081  -0.53
H -3.242 -1.711 0.205  0.16
H -1.372 -0.241 -2.653  0.07
H -0.549 1.905 0.297  0.13
C -0.281 0.831 0.247  -0.16
H 1.126 0.540 1.869  0.12
H 1.176 -1.387 0.955  0.16
N -1.337 0.430 -1.813  0.10

Forces on the atoms, in the same order (eV/Å):
C 1.404 -0.627 0.294
C 0.813 -4.302 0.295
H 0.131 0.304 0.676
N 2.460 -0.650 -0.548
N -4.811 1.530 -0.994
N -0.766 0.251 0.314
H -0.293 0.257 -0.709
C -2.153 1.285 1.488
C 1.470 2.978 -0.486
H -1.111 -2.180 0.578
C -0.951 0.362 0.035
H 3.302 -1.042 0.696
H 0.227 1.372 1.258
H -0.385 -0.802 -0.424
C -0.013 1.625 2.217
H 0.273 0.364 -0.210
H 0.445 1.233 -2.450
N -0.042 -1.955 -2.030

Values from the calculation:
HOMO (eV): -9.476
ΔE to the lowest compared entry with this formula, charge and spin (kJ/mol): 267.83
E_LUMO (eV): 0.78
Gap between HOMO and LUMO (eV): 10.259
Total charge: 0